The following is a quantum chemistry calculation of a cluster of 2 separate species, C28H38BrF3N3O3P in total at a distorted geometry, from OMol25.

Structure (XYZ):
```
77
Properties=species:S:1:pos:R:3:mulliken_charge:R:1
C -0.161 -8.528 2.727 -0.89
C -1.124 -7.200 2.493 0.37
C -2.752 -7.290 2.148 -0.62
C -3.689 -5.928 1.932 -0.64
C -3.066 -4.384 2.072 0.45
C -3.986 -3.046 1.846 -0.28
C -5.570 -3.218 2.234 -0.57
C -6.391 -2.107 1.291 0.74
F -6.397 -2.558 -0.152 -0.26
F -7.785 -1.892 1.749 -0.24
F -5.638 -0.798 1.283 -0.26
C -1.434 -4.303 2.428 0.06
C -0.499 -5.679 2.607 0.16
C 1.127 -5.435 2.910 0.20
O 1.863 -6.216 3.711 -0.51
C 1.781 -4.134 2.086 0.28
C 3.268 -4.121 1.398 -0.72
C 3.794 -2.776 0.555 -0.30
C 2.905 -1.414 0.354 0.61
C 3.329 -0.078 -0.494 -0.28
C 4.877 0.417 -0.294 0.27
C 5.537 0.078 1.167 -1.04
C 5.795 -0.087 -1.583 -1.07
C 1.389 -1.426 1.061 -0.34
Br 0.086 0.120 0.919 -0.11
C 0.852 -2.756 1.908 0.35
C -0.648 -2.839 2.625 -0.02
O -1.188 -1.840 3.346 -0.51
H -0.806 -9.522 2.770 0.32
H 0.538 -8.623 1.793 0.26
H 0.469 -8.438 3.736 0.25
H -3.180 -8.392 2.061 0.24
H -4.828 -6.145 1.676 0.11
H -3.600 -2.080 2.381 0.38
H -3.951 -2.807 0.678 0.31
H -5.690 -2.809 3.343 0.27
H -5.993 -4.305 2.129 0.28
H 3.975 -5.075 1.474 0.29
H 4.878 -2.816 0.072 0.14
H 2.641 0.856 -0.334 0.11
H 3.217 -0.367 -1.647 0.23
H 4.860 1.608 -0.380 0.33
H 6.347 -0.768 0.983 0.24
H 6.158 1.041 1.500 0.31
H 4.771 -0.174 2.016 0.28
H 6.785 0.572 -1.575 0.32
H 6.000 -1.239 -1.580 0.21
H 5.197 0.281 -2.548 0.32
C 0.473 5.267 -4.021 -1.04
N 0.628 4.504 -2.805 0.15
C 1.242 3.211 -3.126 -1.05
P -0.156 4.552 -1.304 0.96
O 1.218 4.547 -0.591 -0.72
N -0.494 6.126 -0.681 0.06
C -0.607 7.385 -1.406 -1.10
C 0.129 6.455 0.617 -1.09
N -1.736 4.557 -2.124 0.00
C -2.222 3.196 -2.354 -1.05
C -2.352 5.433 -3.101 -1.07
H -0.201 4.768 -4.726 0.35
H 1.438 5.385 -4.528 0.33
H 0.115 6.280 -3.873 0.29
H 0.478 2.467 -3.372 0.28
H 1.824 2.825 -2.283 0.26
H 1.938 3.273 -3.971 0.35
H -0.029 7.414 -2.325 0.33
H -0.251 8.253 -0.834 0.43
H -1.659 7.613 -1.595 0.29
H 1.177 6.772 0.481 0.35
H 0.110 5.599 1.302 0.30
H -0.401 7.268 1.128 0.43
H -1.823 2.785 -3.293 0.29
H -3.315 3.162 -2.406 0.37
H -1.922 2.528 -1.542 0.30
H -2.314 5.015 -4.114 0.39
H -1.937 6.431 -3.174 0.35
H -3.412 5.567 -2.853 0.26
```

Results
strongest force on any atom	9.37	eV/A
SMILES string	Cc1ccc(CCC(F)(F)F)c2c1C(=O)c1ccc(CC(C)C)c(Br)c1C2=O.CN(C)P(=O)(N(C)C)N(C)C
frontier orbital gap	5.823	eV
E_tot	-127721.9356	eV